Record 1
A 2-piece molecular cluster, HN3O3 overall. Source: OMol25; level of theory: the ωB97M-V functional and the def2-TZVPD basis.

Structure (XYZ):
```
7
Properties=species:S:1:pos:R:3:lowdin_charge:R:1
N 2.0251 -0.2442 0.9568 0.03
N 1.9829 -0.5812 1.9684 0.06
N -1.2764 0.2346 -0.4436 -0.59
O -0.1693 -0.2802 -1.0883 0.06
O -2.2938 -0.0431 -1.0118 0.15
O -1.0085 0.8155 0.5546 0.17
H 0.7400 0.0986 -0.9361 0.10
```

Results
- multiplicity = 3

Record 2
C24H22N4NiO5 as an isolated structure. Source: OMol25; level of theory: the ωB97M-V functional and the def2-TZVPD basis.

Structure (XYZ):
```
56
Properties=species:S:1:pos:R:3:lowdin_charge:R:1
Ni 0.4833 0.6648 0.1867 0.74
O -5.0344 -0.8686 3.8506 -0.05
C -5.0720 0.1715 2.8940 -0.21
C -3.7524 0.2825 2.1860 -0.19
C -3.6290 1.2560 1.1616 -0.05
C -2.4359 1.3612 0.5137 -0.11
N -1.3857 0.5656 0.7995 0.00
C -1.4945 -0.3877 1.7571 -0.35
C -2.7099 -0.5305 2.5011 0.05
C 0.3116 -1.9975 1.2593 -0.32
C 0.7752 -3.0991 1.9577 0.09
C 2.1046 -3.4648 1.8152 -0.17
C 2.6614 -4.6413 2.5790 -0.21
O 1.7064 -5.6458 2.8467 -0.05
C 2.9189 -2.7100 0.9772 0.00
C 2.3826 -1.6124 0.3374 -0.08
N 1.1016 -1.2625 0.4686 0.08
H -5.8515 -0.8536 4.3552 0.09
H -5.2904 1.1360 3.3677 0.13
H -5.8504 -0.0114 2.1432 0.13
H -4.4564 1.8994 0.8984 0.11
H -2.2625 2.0915 -0.2669 0.12
H -2.7814 -1.2838 3.2690 0.13
H 0.0987 -3.6566 2.5889 0.14
H 3.0074 -4.2928 3.5542 0.14
H 3.5328 -5.0407 2.0504 0.12
H 1.4542 -6.0658 2.0178 0.10
H 3.9584 -2.9666 0.8247 0.12
H 2.9767 -0.9889 -0.3195 0.12
O 0.7805 0.7140 2.3203 -0.04
N -0.1492 0.0941 2.8744 -0.27
O -0.2067 -0.0535 4.0590 0.10
O -0.9990 -1.6749 1.3189 0.06
C -0.2672 -0.9709 -4.9152 -0.11
C -0.9003 -1.1435 -3.6924 -0.10
C -0.5410 -0.3777 -2.5956 -0.05
C 0.4753 0.5830 -2.6881 -0.30
C 1.1172 0.7396 -3.9246 -0.04
C 0.7428 -0.0242 -5.0175 -0.10
N 0.8602 1.2864 -1.5458 -0.06
C 1.3967 2.5730 -1.6387 -0.31
C 0.9736 3.5180 -2.5847 -0.04
C 1.4708 4.8087 -2.5596 -0.09
C 2.3868 5.2061 -1.5919 -0.11
C 2.8104 4.2827 -0.6497 -0.10
C 2.3357 2.9804 -0.6828 -0.06
H -0.5541 -1.5638 -5.7733 0.09
H -1.6913 -1.8759 -3.5878 0.10
H -1.0547 -0.5182 -1.6515 0.08
H 1.9205 1.4577 -4.0235 0.11
H 1.2570 0.1177 -5.9603 0.10
H 0.2417 3.2341 -3.3293 0.11
H 1.1260 5.5211 -3.2990 0.10
H 2.7630 6.2201 -1.5781 0.10
H 3.5283 4.5657 0.1098 0.10
H 2.7094 2.2519 0.0325 0.09
```

Results
- multiplicity = 3

Record 3
C37H44BCl3IrN7OS8 as an isolated structure. Source: OMol25; level of theory: the ωB97M-V functional and the def2-TZVPD basis.

Structure (XYZ):
```
102
Properties=species:S:1:pos:R:3:lowdin_charge:R:1
Ir -0.3141 0.2971 -0.0495 0.55
C 4.5460 3.5272 2.6844 -0.04
C 3.1014 3.2576 2.2473 -0.53
C 2.9557 3.6727 0.7880 -0.09
C 2.1223 4.0901 3.0728 -0.02
N 2.8419 1.8025 2.5152 0.02
C 3.0199 1.3048 3.7980 -0.05
C 2.8584 -0.0273 3.7456 -0.05
N 2.5675 -0.3713 2.4449 0.02
B 2.3485 -1.8555 2.0536 -0.58
N 0.9681 -2.4644 2.4062 0.03
C 0.8457 -3.8248 2.5617 -0.05
C -0.4649 -4.1097 2.6649 -0.05
N -1.1608 -2.9151 2.5807 0.02
C -0.2606 -1.9249 2.3852 -0.61
S -0.5244 -0.2308 2.1831 0.62
C -2.6588 -2.9255 2.6234 -0.53
C -3.1295 -3.7119 1.3982 -0.03
C -3.0651 -3.6180 3.9275 -0.04
C -3.3008 -1.5451 2.5875 -0.08
N 2.6969 -2.1082 0.5678 0.01
C 4.0202 -2.1371 0.2063 -0.06
C 4.0839 -2.3313 -1.1208 -0.05
N 2.7856 -2.4566 -1.5820 0.02
C 1.9348 -2.2537 -0.5369 -0.62
S 0.2124 -2.0566 -0.6126 0.67
C 2.5167 -2.7499 -3.0225 -0.53
C 3.6178 -3.6879 -3.5336 -0.05
C 2.5386 -1.4185 -3.7710 0.00
C 1.1941 -3.4752 -3.2428 -0.10
C 2.5235 0.7609 1.6959 -0.62
S 2.1181 0.7890 0.0358 0.69
H 4.8088 4.5555 2.4344 0.09
H 5.2307 2.8594 2.1591 0.09
H 4.6867 3.3975 3.7583 0.07
H 3.1598 4.7464 0.7543 0.09
H 1.9524 3.4994 0.4091 0.02
H 3.6658 3.1648 0.1384 0.07
H 2.4098 5.1408 3.0060 0.09
H 2.1078 3.8083 4.1262 0.08
H 1.1189 3.9860 2.6686 0.07
H 3.2608 1.9391 4.6299 0.12
H 2.9200 -0.7669 4.5240 0.12
H 3.1436 -2.4889 2.7130 0.12
H 1.7067 -4.4687 2.5828 0.12
H -0.9578 -5.0524 2.8061 0.11
H -2.7890 -4.7489 1.4153 0.08
H -2.7556 -3.2310 0.4927 0.07
H -4.2200 -3.7126 1.3701 0.09
H -2.7161 -4.6497 3.9852 0.07
H -4.1531 -3.6290 3.9958 0.09
H -2.6733 -3.0684 4.7844 0.09
H -3.0510 -1.0062 1.6742 0.03
H -3.0209 -0.9416 3.4506 0.08
H -4.3813 -1.7091 2.6180 0.09
H 4.8030 -2.0002 0.9307 0.13
H 4.9371 -2.4033 -1.7653 0.11
H 4.6027 -3.2230 -3.5624 0.07
H 3.3703 -3.9792 -4.5536 0.09
H 3.6716 -4.5894 -2.9210 0.09
H 3.5024 -0.9192 -3.6539 0.09
H 1.7575 -0.7607 -3.3872 0.07
H 2.3575 -1.5837 -4.8346 0.10
H 1.1312 -4.3708 -2.6207 0.09
H 1.1588 -3.7781 -4.2910 0.09
H 0.3407 -2.8486 -3.0336 -0.05
Cl 0.2139 2.1635 -7.7537 0.61
C 0.1341 1.8569 -6.0363 -0.70
C -0.3965 0.6723 -5.5729 -0.16
C -0.4538 0.4263 -4.2089 -0.57
Cl -1.1660 -1.0701 -3.7134 0.76
C 0.0166 1.3415 -3.2331 -0.48
O 0.0263 1.2185 -1.9574 -0.39
C 0.5366 2.5472 -3.7945 -0.57
Cl 1.1278 3.7480 -2.6910 0.70
C 0.6036 2.8084 -5.1456 -0.15
H -0.7788 -0.0693 -6.2601 0.10
H 1.0162 3.7439 -5.4955 0.10
N -2.2179 -0.2869 -0.2434 -0.14
C -3.1185 0.1293 -1.1485 -0.43
C -4.1991 -0.7590 -1.4249 -0.05
C -5.1726 -0.4572 -2.3530 -0.11
C -5.1472 0.7602 -3.0317 -0.10
C -4.1320 1.6729 -2.7506 -0.11
C -3.1429 1.3767 -1.8363 -0.11
H -4.2103 -1.7038 -0.8940 0.09
H -5.9651 -1.1696 -2.5537 0.09
H -5.9119 0.9976 -3.7609 0.09
H -4.1118 2.6287 -3.2625 0.11
H -2.3766 2.0996 -1.6064 0.04
C -4.3632 3.6699 -0.2148 -0.38
S -3.1845 4.9110 0.3738 0.79
C -2.5902 4.0740 1.7986 -1.03
C -1.7128 3.0383 1.8239 -1.00
S -0.8865 2.5324 0.3652 0.59
S -1.3765 2.4613 3.4552 0.84
C -2.3251 3.5947 4.3447 -1.52
S -2.4000 3.6043 5.9980 0.46
S -3.1799 4.6758 3.3244 0.89
H -4.7307 4.0061 -1.1836 0.03
H -5.1960 3.5704 0.4793 0.04
H -3.8541 2.7160 -0.3426 0.00
```

Results
- multiplicity = 2
- charge = -1

Record 4
One molecule with the formula C21H18N4O3. Source: OMol25; level of theory: the ωB97M-V functional and the def2-TZVPD basis.

Structure (XYZ):
```
46
Properties=species:S:1:pos:R:3:lowdin_charge:R:1
O 3.9699 -2.6151 1.6025 0.10
C 7.0251 -2.4406 3.7580 0.11
C 6.8253 -2.0949 2.6725 -0.09
N -0.3645 1.5136 0.2063 0.18
N -0.5188 -0.6797 -0.2653 0.19
O -5.4909 1.5021 -3.9064 -0.09
O 5.1923 -0.6920 1.6629 0.00
C 4.0301 -1.3907 1.6796 -0.48
C -1.1019 0.5584 -0.3330 -0.25
C 0.5167 -0.4708 0.4799 -0.27
C -3.9824 -0.2002 -2.7732 -0.02
C -3.9603 2.0917 -2.3087 -0.04
C -2.9344 -0.3829 -1.7760 -0.01
C -2.9797 1.9556 -1.4437 -0.06
C 3.5169 1.0087 3.2014 0.00
C 3.2241 2.1478 3.9198 -0.03
C 1.1745 2.3888 2.4622 0.04
C -4.5735 1.0142 -2.9776 -0.28
C -2.3877 0.7247 -1.1495 -0.14
C 1.4696 1.2374 1.8112 -0.15
C 2.5766 0.4956 2.2447 -0.10
C 2.0372 2.8142 3.5124 -0.24
N 0.6666 0.8331 0.7896 -0.01
N 2.8082 -0.7504 1.6357 0.07
C -6.0670 0.4524 -4.6997 -0.09
C 6.3763 -1.4014 1.4566 -0.18
C 1.7151 4.1505 4.1155 -0.07
C 1.5854 -1.4210 0.9212 0.04
H 6.6920 -2.6750 4.7443 0.05
H -4.0955 -1.0264 -3.5308 0.12
H -4.5547 2.9827 -2.3454 0.12
H -2.6367 -1.4446 -1.7090 0.11
H -2.6250 2.8494 -0.9549 0.12
H 4.3584 0.4761 3.4583 0.08
H 3.9898 2.4881 4.6881 0.14
H 0.4366 3.0373 2.2057 0.08
H -5.3608 -0.2142 -5.2560 0.09
H -6.6886 0.9687 -5.4521 0.09
H -6.6725 -0.1968 -4.0754 0.09
H 7.2566 -0.7410 1.1792 0.15
H 6.0993 -1.9403 0.5660 0.12
H 1.1555 4.0078 5.0344 0.08
H 1.0599 4.7173 3.4750 0.07
H 2.6387 4.7308 4.2745 0.09
H 1.0421 -2.0650 1.5349 0.11
H 1.8986 -1.9620 0.0060 0.15
```

Results
- SMILES string = C#CCOC(=O)N1Cc2nc(-c3ccc(OC)cc3)nn2-c2cc(C)ccc21

Record 5
A 5-piece molecular cluster, C15H40O15S5 overall. Source: OMol25; level of theory: the ωB97M-V functional and the def2-TZVPD basis.

Structure (XYZ):
```
75
Properties=species:S:1:pos:R:3:lowdin_charge:R:1
O -1.3047 2.1389 -1.8029 -0.28
S -0.0078 1.8501 -2.3531 0.61
O 1.0841 1.7103 -1.4317 -0.28
O -0.1617 0.5213 -3.2838 -0.26
C 1.0137 -0.0160 -3.8986 -0.26
C 0.7317 -1.4912 -4.1959 -0.05
C 0.3344 3.0589 -3.6250 -0.11
H 1.8591 0.1125 -3.2199 0.12
H 1.1796 0.4738 -4.8617 0.12
H 0.5577 -2.1058 -3.3189 0.07
H 1.5371 -1.9005 -4.8123 0.05
H -0.1072 -1.5471 -4.8934 0.09
H 1.0679 2.6346 -4.3105 0.06
H 0.6410 4.0028 -3.1898 0.08
H -0.5629 3.1360 -4.2376 0.08
O 2.2543 -3.2592 -7.0394 -0.27
S 3.3559 -3.5920 -6.1890 0.60
O 4.1109 -2.5144 -5.5925 -0.29
O 2.7649 -4.5778 -5.0170 -0.26
C 3.5850 -4.8000 -3.8708 -0.28
C 2.7288 -4.4507 -2.6488 -0.07
C 4.4842 -4.7143 -7.0195 -0.11
H 4.5040 -4.2118 -3.8988 0.11
H 3.8762 -5.8546 -3.8473 0.12
H 3.2011 -4.7528 -1.7113 0.07
H 1.7563 -4.9259 -2.7270 0.09
H 2.7123 -3.3616 -2.5920 0.07
H 5.0764 -4.1390 -7.7332 0.07
H 3.9547 -5.4473 -7.6250 0.07
H 5.1786 -5.1986 -6.3374 0.07
O -3.2141 5.0704 3.7250 -0.27
S -2.4963 4.5246 2.6103 0.59
O -1.0820 4.2936 2.6802 -0.27
O -3.2159 3.1612 2.1287 -0.27
C -2.7683 2.5130 0.9342 -0.30
C -3.1888 1.0691 0.9465 -0.05
C -2.8841 5.6301 1.2298 -0.11
H -1.6709 2.5661 0.9278 0.10
H -3.0819 3.0858 0.0558 0.11
H -2.8429 0.6719 1.9043 0.07
H -2.6903 0.5585 0.1275 0.08
H -4.2752 0.9821 0.9703 0.09
H -2.3694 6.5566 1.4794 0.07
H -3.9542 5.7927 1.1595 0.07
H -2.4585 5.2476 0.3041 0.06
O -0.5208 4.1236 5.9559 -0.27
S -1.1489 2.8628 6.2626 0.61
O -1.2332 2.4753 7.6467 -0.29
O -2.5602 2.7441 5.4708 -0.28
C -3.5341 1.8181 5.9390 -0.28
C -4.3646 1.2667 4.7910 -0.06
C -0.2919 1.5252 5.4036 -0.12
H -4.1303 2.3490 6.6844 0.13
H -3.1614 0.9297 6.4635 0.12
H -3.7900 0.7453 4.0285 0.06
H -4.8141 2.0912 4.2279 0.08
H -5.1646 0.6738 5.2298 0.08
H -0.7627 0.6106 5.7481 0.07
H 0.7494 1.6440 5.6879 0.07
H -0.4189 1.6745 4.3368 0.05
O -0.2721 -0.8484 3.3259 -0.29
S 1.0385 -0.6181 2.7973 0.60
O 1.9962 0.1448 3.5181 -0.25
O 1.6982 -2.0699 2.5054 -0.24
C 0.9420 -3.0391 1.8217 -0.29
C 1.4631 -3.2621 0.3950 -0.07
C 0.8682 0.0268 1.1190 -0.11
H -0.1329 -2.8516 1.8298 0.12
H 1.0731 -4.0058 2.3166 0.12
H 1.4391 -2.2998 -0.1218 0.06
H 0.8919 -4.0000 -0.1663 0.08
H 2.4916 -3.6226 0.4045 0.08
H 1.8366 0.2086 0.6672 0.07
H 0.2801 0.9323 1.2481 0.06
H 0.3197 -0.7310 0.5637 0.06
```

Results
- SMILES string = CCOS(C)(=O)=O.CCOS(C)(=O)=O.CCOS(C)(=O)=O.CCOS(C)(=O)=O.CCOS(C)(=O)=O

Record 6
C6H13O4Pb as an isolated structure. Source: OMol25; level of theory: the ωB97M-V functional and the def2-TZVPD basis.

Structure (XYZ):
```
24
Properties=species:S:1:pos:R:3:lowdin_charge:R:1
C -1.6470 0.6808 1.2560 -0.11
O -1.2653 -0.2853 2.2062 -0.21
H -1.6777 0.2326 0.2460 0.08
H -2.6153 1.1055 1.5584 0.10
H -0.8807 1.4674 1.1406 0.08
O 0.4692 0.6431 -2.5976 -0.31
C -0.6389 0.3430 -3.0253 -0.42
C -1.3583 -0.8630 -2.5071 -0.41
O -0.6142 -1.6031 -1.6313 -0.47
C -0.1695 -1.2251 1.7279 -0.11
C 1.1571 -0.4971 1.7209 -0.20
O 1.3398 0.1737 0.4749 -0.48
C 2.1835 1.3151 0.5481 -0.08
Pb 1.3448 -1.0271 -1.4089 1.41
H -1.1883 1.0445 -3.6821 0.10
H -1.7215 -1.4101 -3.4069 0.11
H -2.2922 -0.4600 -2.0462 0.10
H -0.1335 -2.0123 2.4931 0.13
H -0.5889 -1.5249 0.7547 0.10
H 1.9960 -1.1796 1.9295 0.13
H 1.1689 0.2456 2.5348 0.14
H 2.2229 1.7418 -0.4590 0.10
H 1.7381 2.0570 1.2277 0.11
H 3.1711 1.0374 0.9458 0.11
```

Results
- multiplicity = 2

Energy relative to the best compared isomer or geometry (same formula, charge and spin), record by record: 6.7 29.6 0.0 121.9 20.0 4.3 kcal/mol
Maximum force, record by record: 0.149 0.015 0.014 0.111 0.042 0.139 Eh/bohr